{"formula": "H28O14", "method": "wB97M-V/def2-TZVPD", "lumo_ev": -0.293, "e_homo_ha": -0.396, "total_charge": 0, "total_energy_ev": -29119.4688, "e_above_lowest_kcal_mol": 50.3, "homo_lumo_gap_ev": 10.492, "symbols": ["O", "H", "H", "O", "H", "H", "O", "H", "H", "O", "H", "H", "O", "H", "H", "O", "H", "H", "O", "H", "H", "O", "H", "H", "O", "H", "H", "O", "H", "H", "O", "H", "H", "O", "H", "H", "O", "H", "H", "O", "H", "H"], "xyz": [[1.07976, -7.29114, -11.92576], [0.26584, -7.74432, -11.76058], [1.43771, -7.21352, -11.05782], [4.22427, -2.37801, -10.95700], [4.61277, -2.44322, -11.79917], [3.39040, -2.78637, -11.05512], [0.92379, -4.93219, -13.60533], [0.96875, -5.53417, -12.85264], [1.63965, -5.17541, -14.18135], [3.23964, -3.46363, -13.90664], [3.76970, -2.70726, -13.75305], [2.41691, -3.34627, -13.51091], [5.84075, -6.11915, -9.29821], [5.32738, -5.33496, -9.04293], [6.10890, -6.70703, -8.56710], [8.40705, -5.35479, -10.06704], [7.49622, -5.51513, -10.35109], [8.47393, -4.41657, -9.94747], [1.58450, -3.13250, -11.06428], [1.24389, -2.27791, -11.14229], [0.85292, -3.72206, -11.19351], [3.96628, -8.93337, -12.56601], [4.66502, -9.49497, -12.15257], [4.12568, -8.04440, -12.37055], [4.21940, -5.90887, -11.94020], [3.50815, -5.26430, -11.78620], [5.01344, -5.43020, -11.71665], [6.69554, -6.86688, -14.41036], [6.56339, -5.92483, -14.38995], [6.15389, -7.18971, -13.72732], [2.26967, -7.27095, -14.73524], [2.98904, -7.53343, -15.27181], [2.52912, -7.35334, -13.81903], [6.97475, -7.41459, -11.57987], [6.25740, -7.04893, -11.14551], [7.54105, -7.46441, -10.83071], [6.39006, -4.05327, -11.62181], [6.57873, -4.27635, -12.52440], [6.82560, -3.24243, -11.38186], [2.97689, -6.98762, -9.58912], [3.65534, -6.80368, -10.23124], [3.37075, -6.95026, -8.68341]], "atomic_forces_ev_per_a": [[0.1021, 0.5309, -0.8267], [-0.8694, -0.5087, -0.2837], [0.9568, 0.0903, 1.3418], [0.8801, 1.1167, 1.7287], [0.8914, -0.2368, -1.4632], [-1.7624, -0.8033, -0.0018], [-0.6896, 0.9599, 0.7518], [-0.0145, -0.4954, -0.2785], [0.4675, -0.6267, -0.5400], [2.0190, -1.4665, -1.3644], [0.4869, 1.2037, 0.1123], [-2.4580, 0.3449, 1.1993], [-0.1926, -0.3845, -0.1766], [0.3983, -0.5788, 0.4675], [-0.4300, 1.0080, -0.1423], [0.2853, -0.7805, 0.0212], [0.2594, 0.3782, 0.0914], [0.0701, 0.5759, 0.1126], [1.2679, -1.6115, 0.3680], [-0.8940, 2.1546, -0.1627], [-0.5186, -0.5158, -0.2616], [0.1822, -3.0844, -0.2383], [-0.7701, 1.0617, -0.4866], [0.6949, 2.1542, 0.7621], [-0.8061, -0.4105, 0.1170], [0.2132, -0.1525, -0.3542], [0.4907, 0.5601, 0.2016], [1.0268, 0.3767, -1.5699], [-0.0822, 0.4630, -0.1843], [-0.9502, -0.8614, 1.4725], [-1.4290, 0.7946, 0.2821], [1.2708, -0.4875, -0.5926], [0.1411, -0.3798, 0.2609], [1.2078, -1.0355, -1.6028], [-2.9254, 1.1403, 1.0568], [1.5852, -0.4110, 0.6158], [-0.7291, -0.5742, 0.4440], [0.6154, 0.0979, -0.6729], [0.2556, 0.4385, -0.1101], [-0.6561, -0.1638, 1.7184], [0.8259, 0.1806, -0.3499], [-0.4173, -0.0619, -1.4625]]}

***

{"formula": "C6H21AgF6MnN7O14S2", "method": "wB97M-V/def2-TZVPD", "lumo_ev": [-6.530, -10.517], "e_homo_ha": [-0.515, -0.515], "total_charge": 2, "total_energy_ev": -118938.6202, "multiplicity": 7, "s2": 12.018, "e_above_lowest_kcal_mol": 8.7, "homo_lumo_gap_ev": [7.484, 3.497], "symbols": ["Mn", "Ag", "C", "F", "F", "F", "S", "O", "O", "N", "S", "O", "O", "C", "F", "F", "F", "O", "C", "O", "O", "H", "O", "H", "H", "O", "H", "H", "O", "H", "H", "O", "H", "H", "C", "O", "N", "N", "H", "H", "H", "H", "C", "O", "N", "N", "H", "H", "H", "H", "C", "O", "N", "N", "H", "H", "H", "H"], "xyz": [[-1.76658, -3.10912, 0.84584], [-2.67656, 1.28822, -1.18085], [-1.06197, -0.59116, -4.83577], [-0.00380, -0.55191, -4.04501], [-0.83136, -0.61077, -6.12168], [-1.69783, -1.71164, -4.52118], [-2.24524, 0.86478, -4.53384], [-2.19873, 1.69350, -5.71594], [-3.54824, 0.34453, -4.27096], [-1.67498, 1.65712, -3.03048], [-0.60995, 2.67185, -3.65297], [0.31507, 2.15549, -4.66298], [-1.15152, 3.98125, -4.02537], [0.59268, 3.02711, -2.21245], [1.33205, 1.96017, -1.99642], [1.29583, 4.06066, -2.58472], [-0.09035, 3.29365, -1.11210], [0.55910, 0.27563, 1.83576], [-0.45391, 0.00129, 0.95535], [-0.97555, 1.03404, 0.44220], [-0.72686, -1.20759, 0.73049], [0.47439, 1.22737, 1.59078], [-2.96785, -2.21525, 2.31009], [-3.10076, -1.26958, 2.43575], [-3.44698, -2.63565, 3.04094], [-4.07959, 1.11195, 0.59773], [-5.03877, 1.02098, 0.68969], [-3.72263, 0.90364, 1.46673], [-0.13621, 3.06264, 2.79199], [-0.58070, 2.84238, 1.96055], [0.49588, 3.75781, 2.55734], [-1.24937, 1.41913, 4.83187], [-0.86328, 1.91513, 5.56075], [-0.86336, 1.81229, 4.03562], [3.56875, 3.31604, 0.45476], [3.27082, 4.43516, 0.86427], [3.04188, 2.17887, 0.99303], [4.32235, 3.09496, -0.64485], [2.46118, 2.26292, 1.80793], [3.32982, 1.26762, 0.69761], [4.42535, 2.16104, -0.98800], [4.83518, 3.82688, -1.10269], [0.63791, -3.55217, -1.19075], [-0.18740, -3.76571, -0.28359], [0.31798, -3.61498, -2.51597], [1.94196, -3.33103, -0.95806], [-0.60038, -3.99034, -2.67932], [1.04985, -3.49395, -3.18715], [2.60450, -3.48820, -1.69559], [2.30774, -3.35287, -0.02016], [0.27362, -3.40007, 3.45435], [-0.59289, -3.64669, 2.60187], [0.45917, -4.24423, 4.54955], [1.24833, -2.44757, 3.43281], [1.29979, -4.79509, 4.44008], [-0.42233, -4.72694, 4.68381], [1.94790, -2.61791, 4.13137], [1.15680, -1.55571, 2.97797]], "atomic_forces_ev_per_a": [[2.4520, 0.8635, 0.7676], [0.0381, -0.0088, 0.5312], [-0.6214, -0.7140, 0.3771], [0.5586, 0.4834, -0.4674], [0.6913, 0.3612, 0.3465], [-0.5422, -0.0693, 0.1337], [-2.9148, 0.2803, -2.6142], [1.0225, -0.3358, 1.7934], [0.6868, -0.4710, 1.3716], [0.4871, -0.1562, -2.9604], [3.4630, 2.3647, 0.3071], [-1.3728, -0.1293, 1.0293], [-0.4618, -1.3305, 0.3736], [-0.9858, -0.0988, -0.0986], [0.2645, -0.1587, -0.2253], [0.1896, -0.0920, -0.0300], [-0.2401, 0.2376, 0.1617], [-1.2928, 0.4125, -1.5636], [-0.1094, -0.5629, -0.2436], [-0.1189, -0.8575, 0.2881], [-0.5991, 0.0747, 0.0800], [1.3953, 0.1891, 1.4552], [-0.8333, -0.0566, 0.2265], [0.2265, 0.0482, -0.0833], [0.1423, -0.1094, -0.1169], [-0.3829, -0.3443, 0.2095], [0.0672, 0.1701, -0.2183], [0.1797, 0.3439, 0.0020], [0.2451, -0.1688, -0.6904], [-0.1250, 0.3144, 0.0545], [-0.0935, 0.0680, 0.1700], [-0.0762, -0.3172, -0.2785], [-0.0635, 0.0086, -0.0235], [0.0872, 0.1963, 0.4030], [-0.8075, 1.5890, -0.0156], [0.2861, -0.8861, -0.0163], [-0.4936, -0.4748, 0.2744], [0.4134, -0.3417, -0.4782], [0.2643, 0.0674, 0.0851], [0.1011, -0.1274, 0.1351], [0.2672, -0.0476, -0.1259], [-0.1313, 0.1589, 0.2038], [0.8827, -0.5373, -1.4832], [-0.8857, 0.0962, 0.1551], [-0.5036, 0.2038, 2.0406], [0.0029, 0.1201, 0.5497], [0.1752, 0.0025, -0.7810], [-0.3045, -0.1716, -0.5453], [0.1132, 0.0789, -0.0314], [-0.2135, -0.0025, 0.0401], [1.9422, -0.1469, 0.1456], [-0.8175, 0.8909, -0.0719], [-1.0690, 0.3724, -0.5370], [-1.1772, -0.9057, -0.5956], [-0.1772, -0.3481, 0.4747], [0.6430, -0.8014, 0.1513], [0.0213, 0.7460, 0.3187], [0.1046, 0.0300, -0.3598]]}

***

{"formula": "CH3HgLiO", "method": "wB97M-V/def2-TZVPD", "lumo_ev": [-1.247, -1.311], "e_homo_ha": [-0.207, -0.276], "total_charge": 0, "total_energy_ev": -7507.9405, "multiplicity": 3, "s2": 2.006, "e_above_lowest_kcal_mol": 2.7, "homo_lumo_gap_ev": [4.390, 6.186], "symbols": ["O", "C", "Hg", "H", "H", "Li", "H"], "xyz": [[-0.19332, 0.23925, -0.00330], [0.45693, -0.85430, -0.25710], [-0.85235, 0.82628, 2.08064], [0.25169, -1.45683, -1.14246], [1.33274, -1.12083, 0.33596], [-1.89796, 0.53357, -0.86192], [0.90227, 1.83285, -0.15181]], "atomic_forces_ev_per_a": [[-1.8162, 0.9905, -1.9945], [1.3986, -1.8511, -0.3457], [-0.6959, 0.5253, 1.7446], [-0.0707, 0.0345, 0.0127], [-0.1313, 0.0852, -0.0626], [1.0558, -0.0902, 0.6990], [0.2597, 0.3059, -0.0536]]}

***

{"formula": "C18H39N4O7V", "method": "wB97M-V/def2-TZVPD", "lumo_ev": [-1.779, -1.779], "e_homo_ha": [-0.313, -0.329], "total_charge": 1, "total_energy_ev": -65275.5063, "multiplicity": 4, "s2": 3.754, "e_above_lowest_kcal_mol": 0.0, "homo_lumo_gap_ev": [6.747, 7.186], "symbols": ["V", "C", "C", "O", "H", "H", "H", "H", "H", "C", "C", "O", "N", "C", "H", "H", "H", "H", "H", "H", "H", "C", "C", "O", "N", "C", "H", "H", "H", "H", "H", "H", "H", "C", "C", "O", "N", "C", "H", "H", "H", "H", "H", "H", "H", "C", "C", "O", "N", "C", "H", "H", "H", "H", "H", "H", "H", "O", "C", "O", "C", "C", "C", "H", "H", "H", "H", "H", "H"], "xyz": [[-9.82764, -26.85613, -7.13223], [-14.29861, -27.87261, -6.52738], [-13.12130, -26.96774, -6.22612], [-12.02129, -26.79969, -7.06076], [-14.61754, -27.46234, -7.48553], [-15.08847, -27.77080, -5.78317], [-14.10938, -28.94250, -6.61474], [-12.84783, -27.24650, -5.20848], [-13.37183, -25.97277, -5.85818], [-7.98692, -28.80420, -4.02625], [-9.39667, -28.17951, -4.03960], [-9.52483, -27.31508, -4.95339], [-10.30620, -28.64308, -3.19827], [-11.54479, -27.99567, -2.89075], [-7.22458, -28.12357, -3.64720], [-7.78549, -28.91434, -5.09180], [-7.93659, -29.70850, -3.41978], [-10.07437, -29.30516, -2.47163], [-11.72699, -28.12724, -1.82418], [-12.43705, -28.44323, -3.32855], [-11.57783, -26.95245, -3.20491], [-10.08710, -24.02725, -4.33559], [-9.25713, -23.99769, -5.67354], [-9.47512, -24.72741, -6.59218], [-8.35999, -23.03218, -5.73035], [-7.70999, -22.69763, -6.99219], [-9.37636, -23.71416, -3.57079], [-10.46009, -25.03310, -4.14263], [-10.93067, -23.34131, -4.41292], [-8.14787, -22.45466, -4.92937], [-8.02514, -21.70586, -7.31651], [-7.97412, -23.36603, -7.81168], [-6.62308, -22.68101, -6.91191], [-8.74413, -26.97327, -11.01267], [-9.83296, -26.18814, -10.39454], [-9.73556, -25.97132, -9.16946], [-10.91085, -25.99205, -11.11537], [-12.13170, -25.56967, -10.56211], [-8.19009, -26.43645, -11.78272], [-9.12684, -27.90020, -11.43979], [-8.04077, -27.21352, -10.21539], [-10.85701, -26.12066, -12.11570], [-12.65100, -26.43406, -10.14829], [-12.70106, -25.03365, -11.32146], [-12.01922, -24.83413, -9.76559], [-5.70484, -26.01117, -7.90658], [-6.60677, -27.25818, -7.72511], [-7.81266, -27.20417, -7.53245], [-5.98391, -28.36569, -8.14691], [-6.44843, -29.80380, -8.22517], [-5.62582, -25.87083, -8.98462], [-4.66284, -26.12550, -7.60781], [-6.11097, -25.20246, -7.29901], [-4.97694, -28.38025, -8.07006], [-7.47290, -29.79705, -7.85299], [-5.97407, -30.53023, -7.56534], [-6.40711, -30.14979, -9.25797], [-9.94272, -29.02559, -7.43439], [-10.19518, -30.20930, -7.31148], [-9.33220, -31.13286, -6.82698], [-9.83258, -32.44616, -7.08918], [-11.15621, -32.20129, -7.82522], [-11.55254, -30.77605, -7.55122], [-10.08810, -32.70744, -6.06227], [-9.03782, -33.13502, -7.37542], [-11.94881, -32.87176, -7.49302], [-10.89902, -32.36236, -8.87213], [-12.21813, -30.54939, -6.71832], [-11.88374, -30.44466, -8.53539]], "atomic_forces_ev_per_a": [[-2.1108, 0.6669, 0.4297], [0.0072, 0.9782, -1.3243], [2.0144, 0.6633, 2.2699], [0.5164, -0.9647, -0.6291], [-0.7908, -0.6071, -0.2614], [0.0098, 0.2933, -0.0069], [0.4663, 0.0426, -0.1377], [0.9783, -1.0702, 0.6012], [-1.4548, 0.6966, -0.8364], [-0.8902, 0.1209, 0.2891], [2.5070, 0.5630, -2.2443], [-1.2104, -0.8778, 1.7607], [-0.3365, 0.2095, 0.3918], [-1.6309, 0.3443, 0.2044], [-0.3148, 0.2897, 0.1215], [0.2223, -0.5890, 0.1519], [0.1031, -0.2068, -0.3697], [0.7437, -0.0098, -0.5194], [0.2122, 0.5166, 0.1100], [0.2652, -0.2951, -0.5057], [0.3100, -0.0731, 0.2178], [1.2086, -0.2331, -1.1351], [-1.8734, 0.6564, 3.4717], [-0.3447, -2.1866, -2.2577], [1.3724, 0.9175, -0.7612], [0.2650, 0.5672, -0.3250], [-0.4142, 0.0213, 0.3941], [0.1559, 0.1080, -0.1247], [0.1519, 0.0670, -0.0129], [-0.3066, -0.1567, -0.1611], [0.0165, 0.1137, 0.0842], [-0.1901, -0.2621, 0.4861], [0.0024, -0.0695, 0.1956], [1.2611, -0.2329, -0.5059], [0.6875, -1.3048, 1.8003], [-0.8822, 0.3227, -0.5514], [0.7058, 0.5187, -0.9975], [-1.6597, 0.9737, 0.6219], [-0.1032, 0.0452, -0.1492], [-0.0211, 0.0437, -0.0607], [-0.0406, -0.0603, -0.1372], [0.0878, -0.1558, 0.2254], [-0.3423, 0.2203, -0.0026], [-0.2423, -0.4240, -0.0760], [0.3821, -0.2838, 0.1680], [-0.3110, -0.6190, 0.8426], [0.4755, 0.6524, -1.2555], [0.6353, -0.0043, 0.5407], [1.4316, -3.0481, 0.4764], [-1.4739, 1.4306, 0.3668], [-0.5169, 0.5944, 0.0597], [-0.0597, -0.4785, 0.3053], [-0.1367, 0.1945, -0.6366], [-0.0398, 0.6965, -0.2470], [-0.1758, -0.0386, -0.4528], [0.7441, 0.5498, 0.0170], [-0.0069, 0.0892, 0.1078], [0.8394, -1.1485, 0.2926], [-0.2847, 1.9359, 0.7616], [0.6928, 1.8602, -1.4763], [-1.4348, 0.1154, 2.9508], [0.2959, -2.0324, -0.0795], [1.1776, -0.5587, -1.5655], [-0.0701, -0.9292, 0.0623], [-0.2722, 0.3528, -0.8284], [0.3204, -0.4010, -0.3242], [-0.7160, 0.1288, -0.2306], [-0.0201, -0.1221, -0.1986], [-0.5878, 0.8828, 0.6092]]}